The following is a quantum chemistry calculation of a structure of composition C30H25N2O4S4SbSe4W, from the OMol25 dataset.

Geometry (Å):
1 O -0.890 0.957 -1.659
2 O -2.004 -0.487 0.413
3 H 5.575 1.183 -1.662
4 C -4.172 -4.879 0.579
5 H 0.078 2.516 3.984
6 W -0.137 -0.315 -0.461
7 C 5.167 0.984 -0.681
8 H -4.465 0.047 1.475
9 H -4.007 -3.632 -1.169
10 H 5.419 0.918 2.665
11 C -4.533 0.018 0.389
12 S -3.294 -1.089 -0.249
13 H 2.325 3.426 -5.117
14 H -4.218 -5.867 2.476
15 C -3.603 -2.564 0.655
16 C 0.006 1.487 2.101
17 H -0.528 4.693 3.001
18 C -3.940 -3.685 -0.089
19 C -0.666 3.902 1.010
20 C 2.247 -1.409 -3.323
21 H 1.260 -1.023 -3.527
22 Se 0.789 -5.743 1.293
23 Sb 1.668 -4.357 -0.383
24 H -0.711 2.795 -0.821
25 N 0.300 -0.856 1.686
26 H 2.778 0.947 -4.402
27 C 0.863 -2.412 3.426
28 C -3.691 -3.800 2.689
29 C -4.045 -4.933 1.959
30 H 2.301 -3.071 -4.779
31 O 1.582 0.043 -0.792
32 H 4.742 -3.583 -3.908
33 H -4.356 0.996 -0.053
34 C 0.363 0.147 2.594
35 C 0.718 -0.086 3.908
36 H 6.917 1.470 0.584
37 O -0.855 -0.356 -2.213
38 C 2.594 1.746 -3.701
39 C -3.471 -2.600 2.039
40 Se -0.304 -2.717 -1.087
41 H 1.018 -3.448 3.694
42 H 2.002 4.980 -3.033
43 S 2.335 3.085 -1.539
44 H -0.924 4.837 0.534
45 H -3.591 -3.859 3.764
46 S 4.579 -1.751 -2.317
47 S 3.544 0.403 1.200
48 C 2.190 3.918 -3.026
49 H -4.437 -5.765 0.020
50 C 5.131 0.873 1.627
51 Se 3.710 -3.186 0.400
52 H -3.181 -1.714 2.592
53 C -0.098 2.596 2.923
54 H 1.280 -1.566 5.358
55 H 0.787 0.731 4.608
56 C 2.804 -2.534 -3.988
57 C -0.552 2.759 0.244
58 Se 2.066 -5.422 -2.585
59 C 3.885 0.569 -0.474
60 C 5.887 1.152 0.532
61 C 2.359 3.093 -4.091
62 C 2.848 0.335 -1.542
63 H 0.324 -2.897 1.424
64 C 4.071 -2.813 -3.559
65 C 2.593 1.581 -2.347
66 C -0.441 3.818 2.371
67 C 3.097 -0.869 -2.403
68 C 0.511 -2.105 2.127
69 C 0.993 -1.379 4.332
70 H -5.502 -0.369 0.074
71 N -0.233 1.570 0.780

Multiplicity: 3
Max |F| in eV/Å: 0.9
Frontier orbital gap (alpha / beta) in eV: 6.210 / 5.549
Molecular weight in g mol⁻¹: 1227.2
Net charge: +2

=====

The following is a quantum chemistry calculation of an isolated molecule of C7H16NO4P, from the OMol25 dataset.

Geometry (Å):
1 C 2.756 0.552 0.097
2 C -2.887 1.267 0.070
3 P -0.603 0.211 -0.431
4 H 0.092 -2.434 1.216
5 C -1.646 -2.181 -0.020
6 C -0.562 -3.045 0.601
7 H -2.932 1.040 -1.001
8 H -1.024 -3.812 1.220
9 C -2.905 2.770 0.284
10 H 2.520 -0.111 -1.892
11 H -2.849 2.996 1.344
12 H 0.030 -3.526 -0.175
13 H 4.052 -0.611 -1.147
14 H 2.520 -1.410 -0.710
15 O 0.628 -0.201 0.507
16 H -3.822 3.189 -0.125
17 H 4.705 0.878 0.859
18 H -2.329 -2.790 -0.620
19 O -1.121 -1.216 -0.922
20 H 4.235 1.985 -0.433
21 O -0.300 1.108 -1.540
22 H -2.211 -1.675 0.770
23 O -1.705 0.700 0.627
24 C 3.881 1.465 0.454
25 H -3.735 0.788 0.574
26 H -2.049 3.213 -0.220
27 N 1.682 0.727 0.747
28 H 3.555 2.187 1.197
29 C 2.989 -0.464 -0.973

SMILES: CCOP(=O)(OCC)ON=C(C)C
Multiplicity: 1
Max |F| in eV/Å: 1.5
Frontier orbital gap in eV: 10.925
Molecular weight in g mol⁻¹: 209.2

=====

The following is a quantum chemistry calculation of a structure of composition C8H24BBeF4O8, from the OMol25 dataset.

Geometry (Å):
1 H 1.704 1.252 -3.331
2 O -0.099 1.021 1.025
3 O -0.587 -1.171 2.246
4 H -1.799 2.297 -0.576
5 F -1.528 -2.125 -2.824
6 C -0.701 -0.088 3.073
7 F -0.040 -3.587 -1.837
8 F -1.400 -2.392 -0.509
9 H 3.812 0.121 0.496
10 H -0.284 -1.953 2.715
11 H -5.442 0.674 -1.561
12 C 3.044 -0.360 2.373
13 C 3.417 0.677 1.362
14 H 1.734 -2.401 -1.488
15 O 2.106 -1.329 1.905
16 F -2.291 -4.071 -1.921
17 H 0.254 0.127 3.569
18 H 2.170 -2.133 2.428
19 C 1.420 -0.801 -2.651
20 H -2.652 -0.306 -0.791
21 H 2.780 0.642 -2.054
22 C -1.012 1.044 2.168
23 H 2.085 -1.283 -3.375
24 H 0.702 1.994 -1.598
25 C -3.836 1.598 -0.826
26 O 2.240 1.362 0.922
27 H -4.141 1.579 0.224
28 H -2.009 1.719 -2.154
29 H 4.283 1.288 1.618
30 H 2.639 0.022 3.315
31 H -4.253 2.541 -1.205
32 H 2.564 2.107 0.398
33 H 0.434 -0.996 -3.087
34 C 1.758 0.626 -2.445
35 O -1.877 0.271 -0.679
36 O -4.502 0.512 -1.455
37 H 3.995 -0.836 2.635
38 C -2.382 1.561 -1.141
39 O 0.836 1.066 -1.382
40 H -0.950 1.963 2.759
41 H 0.701 1.535 1.197
42 O 1.580 -1.448 -1.415
43 H -1.976 1.122 1.663
44 Be 0.358 -0.280 0.142
45 B -1.374 -3.060 -1.766
46 H -1.483 -0.097 3.839

Multiplicity: 1
Max |F| in eV/Å: 2.6
Frontier orbital gap in eV: 9.757
Molecular weight in g mol⁻¹: 344.1
Net charge: +1

=====

The following is a quantum chemistry calculation of a cluster of 2 separate species, C6H10BrF in total, from the OMol25 dataset.

Geometry (Å):
1 H -0.174 -1.679 1.139
2 H 1.959 0.421 1.697
3 C 1.994 -0.207 0.729
4 H 0.286 1.950 0.435
5 H 0.585 -2.050 -1.090
6 F -3.334 -0.161 1.375
7 H 2.779 0.278 0.245
8 C 0.683 -0.003 -0.092
9 H 2.072 -1.287 1.086
10 C 0.190 -1.046 -1.052
11 C 0.421 1.408 -0.451
12 H -1.393 -0.356 0.395
13 C -0.437 -0.888 0.338
14 Br -3.090 1.246 -0.852
15 C -2.876 -0.341 0.162
16 H 1.221 1.833 -1.033
17 H -0.411 1.631 -1.238
18 H -0.476 -0.750 -1.792

Multiplicity: 1
Max |F| in eV/Å: 3.3
Frontier orbital gap in eV: 8.545
Molecular weight in g mol⁻¹: 181.0

=====

The following is a quantum chemistry calculation of an isolated molecule of C3H5BN2O2, from the OMol25 dataset.

Geometry (Å):
1 H 0.117 -2.295 1.107
2 C -0.199 0.840 -1.577
3 C 0.614 -1.673 0.456
4 O 1.900 -1.121 0.658
5 H -1.166 -1.942 -0.505
6 H -1.332 1.763 2.379
7 C -0.275 -1.266 -0.528
8 H 1.990 -0.704 -0.178
9 N -0.232 1.709 -0.510
10 B -0.461 1.772 0.762
11 O -0.491 2.047 2.019
12 N -0.149 -0.402 -1.563
13 H -0.315 1.271 -2.519

SMILES: O/B=N/C=N\C=C/O
Multiplicity: 1
Max |F| in eV/Å: 4.4
Frontier orbital gap in eV: 7.971
Molecular weight in g mol⁻¹: 111.9

=====

The following is a quantum chemistry calculation of a structure of composition C4H2O4Tl, from the OMol25 dataset.

Geometry (Å):
1 O 2.153 -1.026 0.681
2 H -2.729 -1.569 0.373
3 C 1.277 -0.255 0.295
4 H -0.886 0.958 -0.172
5 C -2.314 -0.596 0.135
6 O -3.346 0.393 0.041
7 Tl 3.606 0.719 0.290
8 C -4.119 0.971 -0.589
9 O -0.034 -0.859 0.315
10 O 1.345 0.922 -0.070
11 C -1.070 -0.093 0.075

Multiplicity: 1
Max |F| in eV/Å: 3.3
Frontier orbital gap in eV: 7.600
Molecular weight in g mol⁻¹: 318.4
Net charge: +1

=====

The following is a quantum chemistry calculation of a structure of composition C19H20BCl5GeMnN6, from the OMol25 dataset.

Geometry (Å):
1 H 1.462 -5.312 -1.255
2 H 3.236 -0.885 -1.468
3 N 1.027 0.815 2.750
4 C -4.252 -0.329 -2.419
5 Ge -0.317 -3.924 -0.007
6 H -1.813 -3.536 2.040
7 C 0.505 -0.583 4.377
8 C 1.245 0.533 4.048
9 H -2.676 -4.028 -1.027
10 Cl -3.346 -1.009 1.450
11 C -1.905 -0.212 -2.183
12 H 0.926 4.593 1.637
13 B 1.716 1.858 1.854
14 Cl -5.758 -0.497 -3.452
15 C -1.788 -4.658 -1.114
16 Cl -2.830 -0.402 -4.795
17 N 0.176 -0.088 2.215
18 C -0.603 4.146 0.057
19 H 2.327 2.648 2.537
20 N -0.132 1.956 0.128
21 H -0.815 -1.743 2.957
22 C 3.358 -0.148 -0.690
23 H 0.437 -1.071 5.335
24 N 2.290 0.283 -0.042
25 C -3.179 -0.539 -0.281
26 Cl -5.903 0.072 -0.236
27 H -1.613 2.560 -1.191
28 H -1.494 -4.684 -2.166
29 H 1.945 -5.066 0.433
30 N 0.656 2.603 1.014
31 C -0.889 2.869 -0.452
32 H 5.540 0.308 -0.494
33 Mn 0.074 -0.315 -0.179
34 C -3.021 -0.243 -3.007
35 C -4.351 -0.417 -1.044
36 H -1.276 -5.230 1.994
37 H -1.057 5.085 -0.213
38 C 1.100 -5.286 -0.224
39 C -1.920 -0.410 -0.808
40 H -2.044 -5.674 -0.796
41 C -0.145 -0.929 3.177
42 H -0.167 -3.955 2.550
43 C 4.521 0.455 -0.181
44 C -0.963 -4.193 1.840
45 H 1.904 1.150 4.637
46 H 0.700 -6.272 0.030
47 C 4.053 1.277 0.826
48 H 0.723 -1.912 -1.251
49 C 0.305 -2.189 -0.260
50 Cl -0.310 0.395 -2.868
51 C 0.391 3.920 0.987
52 H 4.570 1.928 1.513
53 N 2.717 1.157 0.885

Multiplicity: 6
Max |F| in eV/Å: 1.5
Frontier orbital gap (alpha / beta) in eV: 3.166 / 5.415
Molecular weight in g mol⁻¹: 648.0
Net charge: -2

=====

The following is a quantum chemistry calculation of an isolated molecule of C4H6N2, from the OMol25 dataset.

Geometry (Å):
1 H -0.399 1.536 -0.308
2 C 1.742 0.621 -0.897
3 C -0.785 0.723 0.301
4 H 1.851 -1.270 -0.025
5 N 2.176 1.675 -1.099
6 H 0.908 -1.193 -1.516
7 N -0.086 -0.554 0.254
8 H -1.149 1.024 1.281
9 H -2.178 -1.018 0.019
10 H -1.376 -0.391 -1.504
11 C 1.115 -0.673 -0.572
12 C -1.369 -0.434 -0.415

SMILES: N#CCN1CC1
Multiplicity: 1
Max |F| in eV/Å: 1.3
Frontier orbital gap in eV: 10.738
Molecular weight in g mol⁻¹: 82.1